[1]
{
  "formula": "C10H10S",
  "method": "ωB97M-V/def2-TZVPD",
  "homo_ev": [-7.22, -7.05],
  "e_tot_ev": -21359.1228,
  "e_above_lowest_kj_mol": 636.6,
  "e_lumo_ev": [0.169, -0.033],
  "gap_ev": [7.3889, 7.0162],
  "symbols": ["C", "C", "C", "C", "C", "C", "C", "C", "C", "C", "S", "H", "H", "H", "H", "H", "H", "H", "H", "H", "H"],
  "positions_angstrom": [[0.2611, -1.7166, -1.6519], [1.2877, -1.1074, -1.1462], [-1.6939, -0.5213, -1.9901], [1.9255, 0.1637, -1.0663], [-1.4947, 0.3522, 0.4134], [-0.3349, 1.2146, 0.0563], [-0.5229, -1.8268, -0.3858], [0.6396, -1.2038, 0.2669], [-1.7106, -0.8364, -0.5379], [0.9489, 0.3453, 0.2184], [-2.4546, 0.2885, -3.0712], [2.8225, 0.2735, -0.5219], [1.8943, 0.8901, -1.8898], [-1.2520, -0.0798, 1.3590], [-2.4599, 0.8832, 0.4862], [-0.3662, 1.5476, -0.8841], [-0.2210, 2.1446, 0.7284], [-0.8400, -2.8904, -0.0620], [1.1352, -1.6980, 0.9995], [-2.6689, -1.2872, -0.2513], [1.4338, 0.5262, 1.1011]]
}



[2]
{
  "formula": "C10H11Br",
  "method": "ωB97M-V/def2-TZVPD",
  "homo_ev": -8.38,
  "e_tot_ev": -80587.4546,
  "e_above_lowest_kj_mol": 159.8,
  "smiles": "CC1=CC=C[C@]2(C)C=C[C@]12Br",
  "e_lumo_ev": 0.687,
  "gap_ev": 9.0695,
  "symbols": ["C", "C", "C", "C", "C", "C", "C", "C", "C", "C", "Br", "H", "H", "H", "H", "H", "H", "H", "H", "H", "H", "H"],
  "positions_angstrom": [[1.0404, 2.6355, 0.4384], [0.2072, 1.4723, -0.1332], [-0.9327, 1.5937, -0.7800], [-1.7721, 0.4669, -1.1911], [-1.4497, -0.7926, -0.9058], [-0.2816, -1.2057, -0.1331], [0.4697, -2.4891, -0.6988], [-0.3535, -1.3379, 1.3699], [0.5314, -0.3319, 1.6135], [0.7038, 0.0256, 0.1879], [2.5886, 0.0142, -0.5244], [0.7930, 3.5933, 0.1058], [2.0682, 2.2527, 0.4815], [0.7178, 2.7339, 1.4522], [-1.3389, 2.5966, -0.8424], [-2.6779, 0.8321, -1.4120], [-2.2820, -1.4721, -1.0486], [1.4481, -2.2427, -1.0607], [-0.1000, -2.9487, -1.3828], [0.5144, -3.2506, 0.0232], [-0.8739, -2.1196, 1.9501], [0.9801, -0.0259, 2.4906]]
}